ORCA calculation (wB97M-V/def2-TZVPD) on C30H46Cl3CuNPSi as an isolated structure.

Results
Energy: -4877.33436 hartree
2S+1: 2
Charge: +1
⟨S²⟩: 0.75
ΔE to the lowest compared entry with this formula, charge and spin: 59.31 kJ/mol

Atoms and positions in Å:
Cu1 -0.12233 -0.69389 -1.53403
C1 -2.60050 -4.33248 -0.72464
C2 -1.46695 -4.39492 0.29956
C3 -1.92941 -5.08894 1.58295
C4 -0.89959 -3.02668 0.60065
C5 0.44484 -2.75793 0.37223
C6 1.03343 -1.53741 0.70205
C7 2.56721 -1.43412 0.75233
C8 3.05109 -1.46507 2.21231
C9 3.30267 -2.57957 0.05883
C10 0.20063 -0.50418 1.20647
C11 -1.14226 -0.78919 1.53031
C12 -1.66196 -2.03897 1.20351
C13 -2.01856 0.11900 2.38088
C14 -3.47010 0.19630 1.89508
C15 -2.02429 -0.38542 3.83295
C16 0.83442 0.81660 1.51995
C17 1.22284 1.08684 2.83294
C18 1.90536 2.23834 3.17988
C19 2.22566 3.16019 2.19401
C20 1.81216 2.92546 0.89523
C21 1.09803 1.77639 0.54016
P1 0.42362 1.63387 -1.15919
C22 -1.08878 2.74751 -1.09695
C23 -1.79247 2.72460 -2.45611
C24 -0.79950 4.19676 -0.68955
C25 -2.01260 2.17749 -0.01905
C26 1.69906 2.27370 -2.39280
C27 1.89331 3.78928 -2.55751
C28 1.28464 1.75774 -3.78146
C29 3.03489 1.62544 -1.98535
H1 -3.03619 -5.32150 -0.86930
H2 -2.24490 -3.97503 -1.69306
H3 -3.39891 -3.67002 -0.37891
H4 -0.65584 -4.98861 -0.13147
H5 -2.79306 -4.57842 2.01490
H6 -1.13755 -5.10445 2.33233
H7 -2.22322 -6.11781 1.37353
H8 1.06377 -3.55341 -0.01823
H9 2.88100 -0.48270 0.30805
H10 2.74637 -2.40520 2.67769
H11 2.67509 -0.64917 2.81109
H12 4.14118 -1.41720 2.23498
H13 3.23893 -3.48745 0.66216
H14 4.35835 -2.32595 -0.03392
H15 2.93058 -2.81526 -0.93052
H16 -2.69378 -2.25205 1.45982
H17 -1.59779 1.12311 2.37671
H18 -4.03714 -0.68374 2.20278
H19 -3.54285 0.28132 0.80957
H20 -3.96516 1.06274 2.33483
H21 -2.41204 -1.40519 3.87302
H22 -2.66909 0.24513 4.44740
H23 -1.03506 -0.39323 4.28055
H24 1.00245 0.35660 3.59635
H25 2.19982 2.40214 4.20800
H26 2.77543 4.06070 2.43241
H27 2.03073 3.66850 0.14974
H28 -1.22966 3.26219 -3.21846
H29 -2.75950 3.22305 -2.35788
H30 -1.97444 1.70716 -2.81218
H31 -0.27887 4.76305 -1.45431
H32 -0.23908 4.25621 0.24288
H33 -1.76078 4.68823 -0.51858
H34 -2.18785 1.11054 -0.12712
H35 -2.97676 2.68930 -0.06915
H36 -1.59758 2.35193 0.97031
H37 1.03077 4.25843 -3.02769
H38 2.73922 3.92788 -3.23547
H39 2.12691 4.33085 -1.64720
H40 0.38569 2.24623 -4.15446
H41 1.10303 0.68073 -3.79046
H42 2.08998 1.96509 -4.48912
H43 3.54695 2.21372 -1.22609
H44 3.68684 1.55515 -2.85793
H45 2.90656 0.61372 -1.58703
Cl1 0.61543 -1.33250 -5.16470
Si1 1.18217 -1.69004 -3.23032
Cl2 3.22004 -1.73188 -3.24748
Cl3 0.39044 -3.55405 -2.78398
N1 -3.25756 -1.11680 -1.39131
C30 -2.11223 -1.00729 -1.34017
H46 -4.25544 -1.20147 -1.40821

Atomic forces in eV per Å
0.2 0.5 0.5
0.0 0.0 0.0
0.0 -0.1 0.0
0.0 0.0 0.0
-0.2 0.0 0.2
0.1 0.0 0.0
0.2 0.0 0.2
-0.1 0.0 0.0
0.0 -0.1 0.0
-0.1 -0.1 0.0
0.0 -0.1 0.1
0.1 -0.1 0.2
0.1 -0.3 0.2
0.0 0.0 0.1
-0.1 0.0 -0.1
-0.1 0.0 -0.1
-0.2 0.0 0.2
-0.1 0.1 0.0
0.0 0.0 -0.1
0.0 -0.1 0.0
-0.1 0.0 0.1
0.1 0.3 -0.3
0.2 -0.1 -0.2
0.0 0.1 0.0
0.0 0.0 0.0
0.0 0.0 0.0
0.1 0.1 -0.2
0.0 0.0 0.0
0.0 -0.1 0.0
0.0 -0.2 0.2
-0.1 -0.1 0.1
0.0 0.0 0.0
-0.1 0.0 0.0
0.0 -0.1 0.0
0.0 0.0 0.0
0.0 0.0 0.0
0.0 0.0 0.0
0.0 0.0 0.0
0.0 0.0 0.0
-0.1 0.0 0.0
0.0 0.0 0.0
0.0 0.0 0.0
0.0 0.0 0.0
0.0 0.0 0.0
0.0 0.0 0.0
0.0 0.0 -0.1
0.0 0.0 0.0
0.0 -0.1 0.1
0.0 0.0 0.0
-0.1 0.0 0.3
0.0 0.0 0.0
0.0 0.0 0.0
0.0 0.0 0.0
0.2 0.0 0.0
-0.1 -0.1 0.1
0.0 0.0 0.0
0.0 0.0 0.0
0.1 0.1 -0.1
0.0 0.0 0.0
0.0 0.0 0.0
0.0 0.0 0.0
0.1 0.0 0.0
0.0 0.0 0.0
0.0 0.0 0.0
0.1 0.1 -0.1
0.0 0.0 0.0
0.0 0.1 0.0
0.0 0.0 0.0
0.0 0.0 0.0
0.0 0.0 0.1
0.0 0.0 0.0
0.1 0.4 0.0
0.0 0.0 0.0
0.0 0.0 0.1
0.0 0.0 0.0
0.0 0.1 -0.1
-0.1 -0.1 -0.1
-0.3 -0.2 0.0
0.0 0.0 -0.1
0.2 -0.1 -0.2
-0.2 0.1 -0.1
0.1 -0.1 -0.6
0.0 0.0 0.0

---

ORCA calculation (wB97M-V/def2-TZVPD) on a 5-piece molecular cluster, C30H46Cl8N2O5S overall.

Results
Energy: -5736.12173 hartree
SMILES: COCCCCCc1c(S)c(CC=O)c2nc(OC[C@@H](C)CC(C)C)cnc2c1CCC(=O)O.ClCCl.ClCCl.ClCCl.ClCCl
Charge: 0

Atoms and positions in Å:
C1 -7.73333 -0.80965 -0.00383
O1 -7.55762 -0.14924 -1.23663
C2 -7.22123 -0.98217 -2.32573
C3 -6.50485 -0.17047 -3.39882
C4 -5.34318 0.65243 -2.85322
C5 -4.17369 -0.20286 -2.33537
C6 -4.19929 -0.41270 -0.79911
C7 -2.87836 -0.18772 -0.09873
C8 -2.28399 1.11509 -0.06986
S1 -3.22420 2.45650 -0.77812
C9 -1.07173 1.35557 0.54691
C10 -0.43824 2.72351 0.60846
C11 0.07536 3.27892 -0.69436
O2 1.16030 3.80088 -0.77687
C12 -0.41154 0.27930 1.18649
N1 0.80112 0.51415 1.77942
C13 1.35244 -0.49020 2.36913
O3 2.53546 -0.29915 2.99601
C14 3.62177 -1.08142 2.47743
C15 4.45757 -0.34710 1.41808
C16 4.06008 -0.81687 -0.00048
C17 4.36167 1.17037 1.57812
C18 5.41575 2.00414 0.84263
C19 6.85465 1.50814 1.01936
C20 5.17388 2.17239 -0.66190
C21 0.73769 -1.78029 2.42176
N2 -0.39248 -2.04476 1.85011
C22 -0.99624 -0.99796 1.20279
C23 -2.22727 -1.22484 0.53868
C24 -2.77929 -2.63703 0.54566
C25 -2.54160 -3.31408 -0.82137
C26 -1.10775 -3.77946 -0.91803
O4 -0.75930 -4.86465 -0.54847
O5 -0.20962 -2.85318 -1.40098
H1 -8.78228 -0.84658 0.30204
H2 -7.18009 -0.25984 0.76198
H3 -7.34469 -1.83067 -0.00458
H4 -6.64173 -1.86058 -2.01823
H5 -8.14477 -1.37147 -2.77585
H6 -7.24394 0.52234 -3.80778
H7 -6.20111 -0.86538 -4.18346
H8 -5.70141 1.31248 -2.06666
H9 -5.00460 1.31876 -3.65076
H10 -4.21840 -1.17011 -2.84118
H11 -3.23652 0.27556 -2.61393
H12 -4.56814 -1.41869 -0.62014
H13 -4.93281 0.25804 -0.34967
H14 -2.54260 2.71320 -1.89875
H15 0.38843 2.77162 1.30912
H16 -1.21168 3.41585 0.96178
H17 -0.55884 3.25182 -1.59342
H18 3.28392 -2.03710 2.07380
H19 4.25512 -1.31943 3.33426
H20 5.48217 -0.69450 1.55198
H21 4.94927 -0.83816 -0.63604
H22 3.36666 -0.12782 -0.48254
H23 3.67683 -1.83738 -0.00086
H24 3.36885 1.49998 1.26623
H25 4.46538 1.38368 2.64618
H26 5.37177 3.00121 1.29399
H27 7.03789 1.04968 1.99313
H28 7.04869 0.72525 0.27841
H29 7.57296 2.29813 0.80826
H30 5.15046 1.23237 -1.20690
H31 6.02409 2.73589 -1.05995
H32 4.30316 2.76792 -0.90984
H33 1.23987 -2.57444 2.96402
H34 -2.31605 -3.21645 1.33660
H35 -3.84739 -2.57646 0.74410
H36 -3.18315 -4.17794 -0.97168
H37 -2.70654 -2.55960 -1.59064
H38 0.00070 -3.03531 -2.32372
C27 -9.67412 1.45431 2.46325
Cl1 -8.63115 0.66032 3.64987
Cl2 -11.10589 0.48939 2.08583
H39 -9.99531 2.40532 2.86963
H40 -9.10759 1.59880 1.55062
C28 3.12483 6.07683 -0.18677
Cl3 3.80975 4.64895 0.59048
Cl4 3.92342 6.43830 -1.72451
H41 2.07585 5.88505 -0.37825
H42 3.24862 6.92668 0.47348
C29 6.78542 -4.01764 1.88353
Cl5 5.18755 -4.41812 1.24286
Cl6 7.11822 -2.28103 1.84883
H43 6.84107 -4.35633 2.91077
H44 7.53060 -4.51825 1.27695
C30 8.17019 -1.83913 -2.09364
Cl7 7.28112 -0.50210 -2.82913
Cl8 9.18393 -1.30435 -0.74895
H45 7.45477 -2.56136 -1.71614
H46 8.80631 -2.28709 -2.84716

Atomic forces in eV per Å
0.0 0.1 0.4
0.3 -0.1 0.1
-0.5 -0.1 -0.5
-0.4 0.3 0.7
0.2 -0.1 -0.4
-0.2 0.4 0.2
-0.1 0.1 -0.2
0.3 -0.1 0.1
0.1 -0.3 -0.2
-0.4 0.4 0.3
-0.1 0.2 -0.2
-0.4 0.2 0.1
0.6 0.2 0.0
-0.3 -0.1 -0.1
0.2 0.0 0.1
-0.2 -0.1 0.0
0.1 0.1 -0.1
-0.2 -0.3 -0.1
0.8 0.0 0.3
-0.6 -0.3 -0.8
0.6 0.2 -0.1
0.5 -0.2 0.2
0.2 0.0 -0.2
-0.3 -0.6 -0.2
0.5 0.3 -0.1
0.1 -0.3 0.0
0.1 0.4 0.0
-0.2 0.1 -0.2
-0.1 -0.3 0.2
-0.1 0.4 -0.2
0.4 0.5 0.0
-0.1 -0.8 0.2
0.1 0.3 -0.2
-0.2 0.3 0.0
-0.1 0.0 -0.2
0.0 0.0 0.0
0.0 0.0 -0.2
0.2 0.2 0.2
0.0 -0.2 0.1
0.0 -0.1 -0.2
0.1 0.1 -0.1
-0.1 0.0 0.1
0.1 -0.1 0.0
0.2 -0.1 0.0
0.1 -0.1 0.0
0.0 0.0 0.2
-0.1 0.1 -0.1
0.1 -0.2 0.0
0.0 -0.2 0.0
0.0 0.1 -0.1
-0.1 -0.2 0.0
-0.2 0.0 0.1
-0.1 0.1 0.1
-0.3 0.4 0.2
0.0 0.0 -0.1
-0.3 -0.2 0.1
-0.2 0.0 0.0
-0.1 0.0 0.1
-0.1 0.1 0.0
0.0 -0.2 0.0
0.1 0.3 0.2
0.1 -0.1 0.0
0.0 0.1 0.2
0.0 -0.1 0.1
0.0 0.0 -0.1
-0.3 -0.3 0.0
0.0 0.0 0.0
0.0 0.0 0.0
0.0 -0.2 0.0
0.0 0.0 0.1
-0.2 -0.2 -0.2
0.2 -0.1 0.0
0.0 0.0 -0.1
0.0 0.0 0.0
0.0 0.0 0.0
0.0 0.0 0.0
0.0 -0.1 0.0
-0.2 0.0 0.1
-0.2 0.7 0.2
0.0 0.0 0.0
0.1 -0.1 -0.1
0.1 0.0 0.0
0.2 0.0 0.1
0.0 0.0 0.0
0.3 -0.4 0.1
-0.1 0.0 0.0
0.0 0.0 0.0
0.0 -0.1 0.0
0.0 0.0 0.0
0.1 0.0 -0.1
0.0 0.1 0.0
0.0 0.0 0.0

---

ORCA calculation (wB97M-V/def2-TZVPD) on C30H46IrN4O5Si2 as an isolated structure.

Results
Energy: -2448.85389 hartree
2S+1: 2
Charge: +2
⟨S²⟩: 0.75
ΔE to the lowest compared entry with this formula, charge and spin: 53.12 kJ/mol

Atoms and positions in Å:
Ir1 0.07316 -0.69850 0.79094
C1 -4.06642 2.48043 1.22702
N1 -3.59649 1.11117 0.98323
C2 -4.56747 0.02732 1.16112
C3 -2.33224 0.86255 0.81086
O1 -1.92258 -0.34483 0.63601
C4 -1.36495 2.04118 0.70831
O2 -0.08342 1.49664 0.42541
C5 1.11193 2.16983 0.75934
C6 2.22472 1.12124 0.64510
O3 1.92713 -0.06654 0.25161
N2 3.45827 1.43848 0.89534
C7 4.51132 0.41036 0.84098
C8 3.89372 2.80094 1.20773
H1 -5.14707 2.45442 1.32327
H2 -3.64495 2.86264 2.15684
H3 -3.81719 3.13503 0.39351
H4 -4.86381 -0.01285 2.20914
H5 -5.43736 0.23412 0.54175
H6 -4.12553 -0.91808 0.86990
H7 -1.66924 2.70057 -0.10838
H8 -1.36832 2.58799 1.65076
H9 1.29689 2.97924 0.04883
H10 1.07564 2.57800 1.77425
H11 4.09673 -0.54462 1.14049
H12 4.92118 0.35721 -0.16707
H13 5.29309 0.70198 1.53801
H14 3.14566 3.53561 0.92402
H15 4.10630 2.88113 2.27297
H16 4.80298 3.00730 0.64748
C9 0.93398 -4.27999 2.84744
Si1 -0.44064 -3.85951 1.67104
C10 -1.90242 -3.05819 2.54836
C11 -0.99559 -5.39602 0.76957
C12 0.33448 -2.59410 0.43191
Si2 -0.17232 -2.50592 -1.48510
C13 -1.96479 -2.95544 -1.69591
C14 0.10138 -0.81943 -2.29045
C15 1.04509 -3.72000 -2.20773
H17 0.57724 -5.03006 3.55809
H18 1.30471 -3.43027 3.41947
H19 1.77994 -4.71325 2.30730
H20 -1.80567 -3.20466 3.62578
H21 -2.82992 -3.54358 2.23458
H22 -2.02913 -1.98736 2.38212
H23 -1.25288 -6.12096 1.54929
H24 -0.21212 -5.85254 0.16348
H25 -1.88647 -5.25562 0.15868
H26 1.41829 -2.78601 0.45270
H27 -2.62774 -2.37879 -1.04823
H28 -2.15739 -4.01612 -1.54203
H29 -2.23225 -2.71859 -2.73024
H30 -0.66718 -0.08959 -2.03006
H31 0.02020 -0.99222 -3.36811
H32 1.08464 -0.38290 -2.11188
H33 1.03162 -4.67786 -1.68777
H34 2.06118 -3.32322 -2.18184
H35 0.78405 -3.90631 -3.25303
O4 -1.70852 0.83877 3.16572
C16 -0.66141 0.34036 3.54575
N3 -0.20004 0.26571 4.80593
C17 1.13353 -0.31730 4.90730
C18 1.42654 -0.59112 3.41459
O5 2.44125 -1.04057 2.94669
N4 0.30544 -0.22132 2.69960
C19 2.09734 0.69125 5.51647
C20 2.72664 1.65180 4.73113
C21 3.52683 2.62264 5.31318
C22 3.70460 2.64361 6.68991
C23 3.07896 1.68987 7.47726
C24 2.27968 0.71668 6.89328
C25 1.14056 -1.67302 5.60365
C26 -0.03578 -2.30256 5.98727
C27 0.00982 -3.55473 6.58936
C28 1.22673 -4.18077 6.80524
C29 2.40484 -3.55112 6.42152
C30 2.36420 -2.30237 5.82506
H36 -0.66504 0.74274 5.56149
H37 2.60504 1.63514 3.65242
H38 4.02008 3.36729 4.70032
H39 4.33313 3.39738 7.14422
H40 3.21625 1.69795 8.55014
H41 1.80871 -0.03471 7.51514
H42 -0.99375 -1.82413 5.82869
H43 -0.90952 -4.03359 6.90072
H44 1.26140 -5.15088 7.28280
H45 3.35813 -4.03229 6.59529
H46 3.28443 -1.81197 5.53401

Atomic forces in eV per Å
-0.1 0.1 -0.3
0.0 -0.1 0.0
0.0 0.1 0.0
0.0 0.0 0.0
0.2 0.0 -0.1
0.1 -0.1 0.1
-0.2 0.1 -0.1
0.0 -0.1 -0.1
0.1 0.1 0.1
-0.1 -0.1 -0.1
0.1 0.0 0.3
0.0 0.0 -0.1
0.0 0.0 0.1
0.0 0.0 0.0
0.0 0.0 0.0
0.0 0.0 0.0
0.0 0.0 0.0
0.0 0.0 0.0
0.0 0.0 0.0
0.0 0.0 0.0
0.0 0.0 0.0
0.0 0.0 0.0
0.0 0.0 0.0
0.0 0.0 0.0
0.0 0.0 0.0
0.0 0.0 0.0
0.0 0.0 0.0
0.0 0.0 0.0
0.0 0.0 0.0
0.0 0.0 0.0
0.0 -0.1 -0.1
-0.3 0.0 0.0
0.0 -0.1 0.0
0.0 0.0 0.2
0.2 0.5 -0.1
0.0 -0.5 0.1
0.0 0.1 -0.2
0.0 0.1 0.2
-0.1 0.1 -0.1
0.0 0.0 0.0
0.0 0.0 0.0
0.0 0.0 0.0
0.0 -0.1 0.0
0.0 0.0 0.0
0.0 0.0 0.0
0.0 0.0 0.0
0.0 0.0 0.0
0.0 0.0 0.0
0.0 -0.1 0.0
0.0 0.0 0.0
0.0 0.0 0.0
-0.1 0.0 0.0
0.0 0.1 0.0
-0.1 -0.1 0.0
0.0 0.0 0.0
0.0 0.0 0.0
0.0 0.0 0.0
0.0 0.0 0.0
0.0 0.0 0.1
0.0 0.1 0.3
0.0 -0.1 -0.2
0.1 0.0 -0.1
0.2 0.1 0.3
-0.1 0.0 0.0
-0.1 -0.1 -0.4
0.0 0.0 0.0
0.0 0.0 0.0
0.0 0.0 0.0
0.0 0.0 0.0
0.0 0.0 0.0
0.0 0.0 0.0
0.0 0.0 0.1
0.0 0.0 0.0
0.0 0.0 0.0
0.0 0.0 0.0
0.0 0.0 0.0
0.0 0.0 0.0
0.0 0.0 0.0
0.0 0.0 0.0
0.0 0.0 0.0
0.0 0.0 0.0
0.0 0.0 0.0
0.0 0.0 0.0
0.0 0.0 0.0
0.0 0.0 0.0
0.0 0.0 0.0
0.0 0.0 0.0
0.0 0.0 0.0